{
  "formula": "C30H45O7PdS4Se",
  "method": "ωB97M-V with the def2-TZVPD basis set",
  "e_homo_ev": [-4.9, -5.2],
  "e_tot_ev": -158340.7284,
  "lumo_ha": [0.07541, 0.00720],
  "de_lowest_kcal_mol": 10.34,
  "charge": -1,
  "spin_multiplicity": 5,
  "s2": 6.055,
  "elements": ["Pd", "C", "C", "C", "C", "C", "C", "C", "Se", "C", "C", "C", "C", "C", "C", "O", "C", "C", "C", "C", "C", "C", "C", "C", "C", "O", "C", "C", "C", "C", "C", "C", "H", "H", "H", "H", "H", "H", "H", "H", "H", "H", "H", "H", "H", "H", "H", "H", "H", "H", "H", "H", "H", "H", "H", "H", "H", "H", "H", "H", "H", "H", "H", "H", "H", "H", "H", "H", "H", "H", "H", "H", "O", "H", "H", "O", "S", "O", "O", "S", "C", "O", "C", "S", "S", "H", "H", "H"],
  "positions_angstrom": [[-0.6709, -0.1182, -0.1470], [5.2971, 4.4652, -2.8936], [5.1649, 2.9955, -3.3200], [6.2653, 2.1939, -2.6236], [5.3702, 2.8834, -4.8383], [3.7702, 2.4978, -2.9628], [3.5560, 1.4551, -2.0482], [2.2895, 1.0657, -1.7162], [1.9837, -0.2187, -0.3262], [2.1028, 1.0324, 1.1324], [3.2479, 1.7916, 1.2960], [3.3139, 2.7616, 2.2799], [2.1874, 2.8949, 3.0956], [1.0291, 2.1375, 2.9886], [0.9631, 1.1454, 1.9642], [-0.0983, 0.4067, 1.8008], [-0.1185, 2.4583, 3.9618], [-0.5544, 3.9173, 3.7498], [-1.3757, 1.5914, 3.8145], [0.3856, 2.2857, 5.4045], [4.5204, 3.6767, 2.4749], [5.0903, 3.4997, 3.8883], [4.0911, 5.1379, 2.2821], [5.6314, 3.3729, 1.4683], [1.1249, 1.6338, -2.3871], [0.0141, 1.1309, -2.2276], [1.3499, 2.7779, -3.2723], [2.6521, 3.1330, -3.5250], [0.2217, 3.6213, -3.8705], [0.4065, 3.7183, -5.3942], [-1.1993, 3.1106, -3.6086], [0.3328, 5.0261, -3.2490], [6.2967, 4.8324, -3.1384], [4.5705, 5.1022, -3.3994], [5.1456, 4.5722, -1.8183], [7.2398, 2.5793, -2.9291], [6.2005, 2.2781, -1.5365], [6.2271, 1.1359, -2.8900], [6.3656, 3.2456, -5.1056], [5.2827, 1.8460, -5.1663], [4.6372, 3.4727, -5.3897], [4.3959, 0.9650, -1.5751], [4.0781, 1.6307, 0.6216], [2.2131, 3.6576, 3.8661], [-0.9416, 4.0582, 2.7382], [-1.3500, 4.1744, 4.4543], [0.2682, 4.6192, 3.8994], [-1.8337, 1.7047, 2.8329], [-1.1625, 0.5342, 3.9631], [-2.0944, 1.9134, 4.5747], [1.2305, 2.9367, 5.6341], [-0.4182, 2.5197, 6.1075], [0.6993, 1.2539, 5.5767], [4.3413, 3.7251, 4.6490], [5.4227, 2.4713, 4.0428], [5.9430, 4.1663, 4.0454], [3.3172, 5.4227, 2.9965], [4.9423, 5.8108, 2.4203], [3.6881, 5.2901, 1.2787], [6.0026, 2.3510, 1.5739], [5.2828, 3.5059, 0.4412], [6.4710, 4.0535, 1.6274], [2.8342, 3.9731, -4.1829], [0.3428, 2.7313, -5.8566], [-0.3880, 4.3398, -5.8128], [1.3593, 4.1667, -5.6777], [-1.3669, 2.1152, -4.0147], [-1.4368, 3.0736, -2.5481], [-1.8921, 3.8047, -4.0923], [1.2965, 5.4913, -3.4707], [-0.4548, 5.6645, -3.6565], [0.2143, 4.9698, -2.1663], [0.0372, 3.5090, -0.1608], [0.4788, 3.3309, 0.6796], [-0.7855, 2.9930, -0.0887], [-4.6953, 1.2902, -0.3807], [-3.3091, 0.9198, -0.3812], [-2.3995, 1.9369, 0.1406], [-2.8126, 0.2926, -1.5841], [-3.0088, -0.6807, 0.9604], [1.0125, -3.0438, 2.5829], [0.4279, -2.4889, 1.4084], [-0.0438, -3.3060, 0.4625], [0.0448, -4.9551, 0.5418], [-0.7608, -2.4545, -0.8499], [1.2850, -2.1832, 3.1892], [1.8869, -3.6432, 2.3305], [0.2935, -3.6756, 3.1032]],
  "atomic_forces_ev_per_a": [[0.05, -0.66, 0.49], [0.01, 0.03, -0.01], [-0.01, -0.03, -0.01], [0.00, -0.01, 0.01], [0.00, 0.00, 0.00], [0.04, 0.01, -0.01], [0.03, -0.08, 0.09], [0.10, 0.05, 0.01], [0.16, 0.05, -0.16], [-0.15, -0.06, 0.09], [0.01, 0.01, -0.01], [-0.01, 0.01, 0.04], [0.00, 0.01, 0.01], [0.06, 0.02, -0.01], [-0.05, -0.01, -0.03], [0.32, 0.06, -0.06], [-0.02, 0.01, 0.04], [-0.01, 0.02, -0.01], [-0.02, 0.02, 0.01], [-0.02, -0.02, 0.00], [0.01, -0.01, -0.01], [0.00, 0.00, 0.02], [-0.01, 0.02, 0.00], [0.00, 0.00, 0.00], [0.37, 0.22, -0.03], [-0.56, -0.15, -0.12], [0.01, 0.01, 0.01], [-0.04, 0.06, -0.02], [0.03, -0.02, 0.01], [-0.02, -0.01, -0.01], [-0.01, 0.00, -0.01], [0.00, 0.02, -0.01], [0.00, 0.01, 0.01], [0.00, -0.01, 0.00], [0.00, 0.00, 0.01], [0.00, 0.01, 0.00], [0.01, 0.00, -0.02], [-0.01, 0.01, -0.01], [0.00, 0.00, 0.00], [0.00, 0.00, 0.01], [0.00, 0.00, 0.00], [-0.02, 0.00, -0.01], [-0.01, 0.00, 0.01], [0.00, 0.00, 0.01], [0.01, -0.01, 0.01], [0.00, 0.00, 0.00], [0.00, 0.00, 0.00], [0.01, 0.00, 0.04], [-0.01, 0.01, 0.00], [-0.01, 0.01, 0.01], [0.01, 0.01, -0.02], [0.00, 0.00, 0.00], [0.00, 0.00, 0.00], [0.00, 0.00, 0.00], [0.00, 0.00, -0.01], [0.00, 0.00, 0.00], [0.00, 0.00, 0.00], [0.00, -0.01, 0.00], [0.00, -0.01, 0.00], [0.00, 0.00, 0.00], [0.00, 0.01, 0.00], [0.00, 0.00, 0.01], [-0.02, 0.01, -0.02], [0.00, 0.00, 0.01], [0.00, -0.01, 0.00], [0.03, 0.01, 0.01], [0.00, 0.01, 0.00], [0.01, 0.00, 0.00], [-0.01, 0.00, 0.01], [-0.01, 0.00, 0.00], [0.00, 0.00, 0.00], [0.00, -0.01, -0.01], [-0.07, -0.10, 0.15], [0.11, 0.03, -0.04], [-0.03, 0.07, -0.10], [-0.01, 0.00, 0.05], [-0.66, 0.39, 0.24], [0.10, 0.17, 0.20], [0.12, -0.33, -0.76], [0.12, 0.21, -0.06], [-0.02, 0.00, -0.02], [0.02, -0.02, 0.00], [-0.03, 0.08, -0.05], [0.02, -0.04, 0.01], [0.06, -0.09, 0.04], [0.00, 0.00, 0.00], [0.01, 0.01, 0.00], [0.00, 0.00, 0.01]]
}

=====

{
  "formula": "C30H46AsNO6Se2Si2Ta",
  "method": "ωB97M-V with the def2-TZVPD basis set",
  "e_homo_ev": [-10.2, -10.6],
  "e_tot_ev": -254465.9985,
  "lumo_ha": [-0.15139, -0.13157],
  "de_lowest_kcal_mol": 0.00,
  "charge": 1,
  "elements": ["Ta", "O", "C", "O", "C", "C", "C", "C", "C", "O", "C", "C", "O", "O", "H", "H", "H", "H", "H", "H", "H", "H", "C", "Se", "C", "C", "Se", "C", "H", "H", "H", "H", "H", "H", "H", "H", "H", "H", "C", "C", "C", "O", "H", "H", "H", "H", "H", "H", "C", "Si", "C", "C", "As", "Si", "C", "C", "C", "H", "H", "H", "H", "H", "H", "H", "H", "H", "H", "H", "H", "H", "H", "H", "H", "H", "H", "N", "C", "C", "C", "C", "C", "C", "C", "C", "C", "H", "H", "H", "H"],
  "positions_angstrom": [[1.2135, -0.0388, -0.6435], [1.8253, -1.1554, -4.4458], [1.4397, -1.4469, -3.3468], [0.7752, -0.5853, -2.5588], [1.4803, -2.8587, -2.7754], [0.1256, -3.1420, -2.0852], [-0.1364, -4.6333, -1.9832], [0.9563, -5.0485, -0.9758], [1.5108, -3.6953, -0.5302], [0.4084, -2.7627, -0.7176], [2.4758, -3.1026, -1.5717], [2.8978, -1.7712, -0.9816], [3.1064, -0.7551, -1.7034], [2.6554, -1.5283, 0.2480], [1.6814, -3.5537, -3.5872], [-0.6929, -2.5375, -2.4597], [-1.1317, -4.8064, -1.5770], [-0.0652, -5.1371, -2.9457], [0.5503, -5.6022, -0.1326], [1.7404, -5.6570, -1.4266], [1.8610, -3.6445, 0.4922], [3.3354, -3.7159, -1.8375], [4.7297, 0.8613, 0.3063], [2.9771, 1.5548, 0.7979], [3.1956, 3.3127, -0.0377], [2.2641, 3.6715, -1.1880], [1.4873, 2.2129, -2.2032], [3.0284, 1.7938, -3.3168], [5.4667, 1.4983, 0.7882], [4.8530, 0.8470, -0.7710], [4.7868, -0.1460, 0.7077], [4.2382, 3.3507, -0.3475], [3.0560, 4.0209, 0.7753], [2.7977, 4.2631, -1.9324], [1.4130, 4.2439, -0.8367], [3.1970, 2.6596, -3.9517], [2.7551, 0.9221, -3.9074], [3.8949, 1.5768, -2.7005], [-1.4806, 4.2810, 1.1139], [-0.4493, 3.3535, 1.6975], [-0.6121, 2.8929, 3.1140], [0.4690, 2.9573, 1.0053], [-2.2400, 4.5862, 1.8301], [-1.9559, 3.7669, 0.2755], [-0.9807, 5.1642, 0.7141], [-0.8559, 3.7256, 3.7744], [0.2795, 2.3693, 3.4498], [-1.4591, 2.1988, 3.1475], [-1.0192, 1.2141, -4.4534], [-2.1613, 0.5701, -3.1218], [-3.5965, 1.7723, -3.0076], [-2.7005, -1.1559, -3.6385], [-1.2709, 0.4150, -0.9128], [-3.2296, 0.1353, 0.4053], [-4.1365, 1.7730, 0.5279], [-4.2718, -1.1331, -0.4957], [-2.9061, -0.5025, 2.1270], [-1.5625, 1.0882, -5.3954], [-0.0923, 0.6450, -4.5273], [-0.7839, 2.2725, -4.3431], [-3.9991, 1.8954, -4.0174], [-3.2494, 2.7532, -2.6753], [-4.4163, 1.4644, -2.3598], [-3.5728, -1.0969, -4.2943], [-2.9591, -1.8166, -2.8113], [-1.8897, -1.6159, -4.2092], [-4.0708, 2.4061, -0.3559], [-3.7809, 2.3436, 1.3881], [-5.1945, 1.5513, 0.6947], [-4.5343, -0.8971, -1.5258], [-5.2036, -1.2342, 0.0699], [-3.7748, -2.1055, -0.4845], [-1.9574, -0.1440, 2.5156], [-2.8894, -1.5936, 2.1415], [-3.7073, -0.1608, 2.7871], [0.9604, -1.6695, 9.2791], [0.8875, -1.4676, 8.1507], [0.7966, -1.2150, 6.7393], [1.6557, -0.2955, 6.1411], [1.5643, -0.0578, 4.7837], [0.6193, -0.7340, 4.0047], [-0.2375, -1.6527, 4.6146], [-0.1498, -1.8921, 5.9732], [0.5653, -0.4633, 2.5992], [0.5689, -0.2496, 1.4028], [2.3871, 0.2255, 6.7433], [2.2261, 0.6553, 4.3095], [-0.9703, -2.1842, 4.0240], [-0.8115, -2.6036, 6.4475]],
  "atomic_forces_ev_per_a": [[-0.11, -0.43, -0.22], [-0.01, 0.00, 0.00], [-0.11, -0.02, -0.05], [0.08, -0.25, 0.12], [0.09, -0.09, 0.08], [-0.06, 0.08, 0.01], [0.02, -0.01, 0.02], [0.04, -0.01, 0.01], [0.01, -0.06, -0.04], [-0.03, -0.12, 0.04], [0.02, 0.12, 0.05], [-0.32, 0.39, 0.21], [0.29, 0.07, -0.31], [-0.21, 0.11, 0.04], [0.06, 0.07, -0.05], [-0.03, -0.02, 0.01], [-0.01, 0.00, -0.02], [0.02, 0.01, 0.00], [-0.02, 0.02, 0.00], [-0.01, -0.01, 0.00], [0.01, 0.02, 0.00], [-0.05, -0.05, -0.06], [-0.10, 0.04, 0.06], [-0.02, 0.05, 0.17], [0.05, -0.05, -0.03], [0.01, 0.01, 0.00], [0.07, -0.15, 0.07], [-0.09, 0.02, 0.08], [0.03, -0.02, -0.02], [0.02, -0.02, 0.00], [0.02, -0.01, -0.01], [0.00, -0.03, 0.00], [0.02, 0.04, -0.02], [-0.02, 0.05, 0.02], [-0.03, -0.05, 0.03], [0.03, -0.03, -0.03], [0.02, 0.01, -0.03], [0.01, -0.01, -0.01], [-0.03, 0.00, -0.03], [0.04, -0.16, 0.02], [-0.02, -0.03, -0.01], [0.05, 0.24, -0.01], [0.00, 0.00, 0.01], [0.00, 0.01, -0.01], [-0.01, 0.01, 0.01], [0.02, 0.01, 0.00], [-0.01, 0.01, 0.01], [-0.01, 0.02, 0.01], [0.03, -0.02, 0.11], [-0.06, -0.02, -0.05], [-0.01, -0.06, -0.10], [0.03, 0.00, 0.01], [0.23, 0.25, 0.22], [-0.12, -0.06, -0.05], [0.05, -0.01, 0.00], [-0.05, 0.01, 0.10], [0.04, 0.01, -0.06], [0.00, 0.03, -0.01], [-0.03, 0.02, -0.02], [-0.02, 0.01, 0.01], [-0.03, 0.02, 0.02], [0.01, 0.00, 0.00], [0.02, -0.07, -0.01], [0.02, 0.02, -0.04], [0.03, 0.04, -0.02], [-0.03, -0.02, -0.02], [0.03, -0.04, 0.02], [0.00, 0.01, -0.01], [0.00, 0.02, 0.04], [0.01, 0.10, 0.04], [-0.01, -0.04, -0.02], [0.01, 0.00, -0.01], [0.06, 0.04, 0.08], [0.04, 0.01, 0.00], [-0.03, -0.03, -0.01], [0.00, 0.01, -0.01], [0.00, -0.01, 0.06], [-0.02, -0.01, -0.05], [0.00, 0.01, 0.00], [-0.02, 0.01, 0.02], [0.04, 0.15, 0.02], [-0.02, -0.02, -0.01], [0.01, 0.01, 0.01], [-0.08, -0.20, -0.02], [0.08, 0.03, -0.30], [0.00, 0.00, 0.00], [0.01, -0.01, 0.00], [0.00, 0.02, -0.06], [0.00, 0.00, 0.00]]
}

=====

{
  "formula": "C30H46BrMgN3P2",
  "method": "ωB97M-V with the def2-TZVPD basis set",
  "e_homo_ev": [-10.8, -10.8],
  "e_tot_ev": -130374.3071,
  "lumo_ha": [-0.27659, -0.30081],
  "de_lowest_kcal_mol": 77.02,
  "charge": 2,
  "elements": ["N", "C", "C", "C", "C", "C", "C", "Mg", "P", "C", "C", "C", "C", "C", "C", "C", "Br", "H", "H", "H", "H", "H", "H", "H", "H", "H", "H", "P", "C", "C", "H", "H", "H", "H", "H", "C", "C", "H", "H", "H", "H", "H", "C", "C", "H", "H", "H", "H", "H", "C", "C", "H", "H", "H", "H", "H", "C", "C", "H", "H", "H", "H", "H", "C", "C", "H", "H", "H", "H", "H", "N", "C", "C", "C", "C", "C", "N", "H", "H", "H", "H", "H", "H"],
  "positions_angstrom": [[-5.6905, 4.0114, -4.6969], [-5.5728, 4.4835, -3.4493], [-4.8198, 3.8541, -2.4469], [-4.0800, 2.6952, -2.7948], [-4.2858, 2.1816, -4.1032], [-5.0704, 2.8781, -5.0102], [-3.0186, 2.0874, -2.0161], [-1.6307, 0.6729, -0.9656], [3.9061, -0.5976, -0.8968], [-2.0130, 1.4083, -2.7871], [-0.7378, 1.9545, -3.2503], [-0.2212, 1.4357, -4.4436], [1.1004, 1.6469, -4.8215], [1.9473, 2.4202, -4.0008], [1.4038, 3.0305, -2.8493], [0.0500, 2.8713, -2.5145], [3.7503, 2.5332, -4.3989], [-2.9348, 2.2780, -0.9270], [-2.3775, 0.5795, -3.4178], [-4.7565, 4.3131, -1.4550], [-3.7541, 1.3034, -4.4692], [-6.1067, 5.4218, -3.2520], [-5.1833, 2.4949, -6.0305], [-0.9034, 0.8244, -5.0453], [-0.3815, 3.4260, -1.6724], [1.4745, 1.2069, -5.7442], [2.0492, 3.6511, -2.2200], [-1.2497, -1.7718, -1.3195], [3.6599, 1.0749, -0.3574], [4.9931, 1.8478, -0.4894], [3.3371, 1.0718, 0.7009], [2.8861, 1.5382, -0.9867], [4.8508, 2.8923, -0.2000], [5.7729, 1.4016, 0.1377], [5.3545, 1.8442, -1.5238], [3.3168, -0.9902, -2.5177], [4.4215, -1.7747, -3.2526], [3.0661, -0.0695, -3.0717], [2.4080, -1.5932, -2.4202], [4.1723, -1.9147, -4.3098], [5.3757, -1.2371, -3.1895], [4.5723, -2.7675, -2.8104], [3.8112, -1.8999, 0.3222], [5.0168, -1.8190, 1.2898], [3.8214, -2.8881, -0.1705], [2.8552, -1.8017, 0.8540], [4.9470, -2.5596, 2.0940], [5.9544, -2.0053, 0.7504], [5.0885, -0.8319, 1.7597], [-0.7663, -3.0317, -0.0679], [-1.7540, -4.1790, 0.1612], [-0.6145, -2.4638, 0.8671], [0.2213, -3.4321, -0.3506], [-2.6983, -3.8246, 0.6004], [-1.9806, -4.7150, -0.7710], [-1.3297, -4.9106, 0.8637], [0.0453, -1.8806, -2.5956], [-0.3738, -2.2816, -4.0102], [0.8384, -2.5586, -2.2243], [0.4876, -0.8653, -2.6320], [-1.1529, -3.0553, -3.9829], [-0.7485, -1.4057, -4.5604], [0.4855, -2.6779, -4.5794], [-2.8748, -2.2626, -2.0364], [-4.1105, -1.7111, -1.3011], [-2.9298, -3.3594, -2.0894], [-2.8946, -1.9208, -3.0831], [-4.5982, -0.9361, -1.9103], [-4.8513, -2.5108, -1.1351], [-3.8949, -1.2716, -0.3139], [-2.7779, -0.7141, 1.7798], [-2.3252, 0.5404, 2.0437], [-2.2913, 1.0671, 3.3480], [-1.6614, 2.2967, 3.5261], [-1.1565, 3.0009, 2.4281], [-1.3321, 2.4839, 1.1590], [-1.8712, 1.2503, 0.9803], [-2.4234, -1.1931, 0.9397], [-3.0638, -1.3285, 2.5240], [-2.7168, 0.4833, 4.1702], [-1.5472, 2.7228, 4.5205], [-0.6318, 3.9502, 2.5265], [-1.0639, 3.0254, 0.2494]],
  "atomic_forces_ev_per_a": [[-0.05, 0.35, 0.31], [0.02, -0.26, -0.04], [0.21, -0.09, 0.04], [-0.83, -0.58, -0.55], [0.18, 0.47, -0.30], [0.05, -0.43, 0.26], [-0.57, 0.99, -0.01], [0.80, -1.37, 2.18], [3.11, -0.13, -0.41], [0.26, 0.47, -2.20], [-0.44, -0.38, 1.11], [0.61, -0.68, -0.44], [-0.42, 0.18, 0.03], [-1.14, -0.46, 0.37], [-0.43, 0.38, 0.15], [0.97, -0.10, 0.00], [0.19, 0.17, -0.01], [-0.11, 0.88, -0.68], [0.03, 0.76, -0.17], [0.04, -0.24, -0.36], [-0.34, 0.30, 0.14], [0.27, -0.45, 0.05], [-0.07, 0.25, 0.37], [0.52, 0.17, 0.06], [0.29, -0.22, -0.30], [-0.03, 0.15, 0.21], [-0.27, -0.15, -0.31], [-0.37, -0.36, -0.28], [-0.21, 0.88, 0.62], [-0.30, 0.28, 0.02], [-0.09, 0.19, -0.41], [0.00, 0.11, 0.33], [0.09, 0.04, 0.10], [-0.23, 0.06, -0.14], [-0.10, -0.14, 0.18], [-0.72, -0.75, -0.85], [-0.08, 0.03, -0.34], [0.07, -0.24, 0.30], [0.31, 0.12, -0.57], [-0.02, -0.08, 0.07], [-0.28, -0.12, 0.00], [-0.04, 0.23, -0.03], [-0.70, -0.50, 0.98], [-0.08, -0.09, -0.04], [-0.09, 0.48, -0.04], [0.15, -0.44, 0.37], [-0.14, 0.09, -0.14], [-0.29, 0.14, 0.05], [-0.01, -0.13, -0.10], [0.14, 0.06, 0.72], [-0.16, -0.18, 0.06], [0.09, -0.41, -0.20], [-0.35, 0.26, 0.01], [0.18, -0.11, -0.20], [0.07, 0.12, 0.33], [-0.07, 0.28, -0.22], [0.69, 0.32, -0.37], [-0.10, -0.15, -0.26], [-0.58, 0.33, -0.07], [0.06, -0.55, -0.03], [0.28, 0.17, -0.22], [-0.04, -0.39, 0.11], [-0.36, 0.21, 0.32], [-0.02, -0.45, -0.41], [-0.29, 0.07, 0.10], [0.10, 0.33, -0.04], [0.14, -0.09, 0.30], [0.07, -0.18, 0.25], [0.28, 0.39, -0.07], [-0.16, -0.17, -0.38], [0.14, -0.58, -0.79], [0.53, 0.20, -0.06], [0.25, 0.55, -0.13], [-0.34, -0.63, 0.09], [0.24, 0.48, -0.97], [-0.12, -0.27, 1.32], [-0.11, -0.02, -0.04], [-0.35, 0.52, 0.96], [0.07, 0.14, 0.14], [0.27, 0.34, -0.27], [-0.09, -0.16, -0.15], [-0.30, -0.21, 0.18], [0.13, -0.04, 0.40]]
}